{"formula": "C4H7NO", "method": "ωB97M-V with the def2-TZVPD basis set", "species": ["C", "O", "C", "C", "N", "C", "H", "H", "H", "H", "H", "H", "H"], "coordinates": [[-0.890, -1.102, 0.303], [-1.453, 0.219, -0.137], [-0.453, 1.231, -0.082], [0.590, 0.426, 0.316], [1.807, -0.034, -0.109], [0.535, -0.916, -0.379], [-1.397, -1.752, -0.560], [-0.935, -1.313, 1.341], [-0.037, 1.574, -1.182], [-0.634, 2.218, 0.443], [0.611, 0.701, 1.511], [2.307, -0.248, 0.674], [0.369, -0.533, -1.315]], "forces_ev_per_a": [[0.32, -0.15, -5.63], [-1.77, 0.23, 1.14], [-0.64, 3.40, -5.58], [3.81, 1.69, 6.70], [-0.98, -0.31, -2.91], [0.33, 0.50, 3.28], [0.47, 0.66, 2.92], [-0.33, -0.39, 0.68], [-1.86, -0.44, 1.66], [-0.34, -1.62, -0.12], [-0.10, -2.21, -1.88], [1.88, -1.00, 2.43], [-0.80, -0.36, -2.69]], "homo_ev": -9.0, "energy_ev": -7792.0411, "lumo_ev": 0.8744, "relative_energy_kcal_mol": 175.34, "total_charge": 0, "smiles": "C1OC[C@@H]2N[C@@H]12"}

{"formula": "C4H7NO", "method": "ωB97M-V with the def2-TZVPD basis set", "species": ["C", "C", "C", "C", "O", "N", "H", "H", "H", "H", "H", "H", "H"], "coordinates": [[0.617, 1.100, -1.043], [-0.060, -0.164, -0.544], [0.569, -0.855, 0.688], [-0.770, -0.599, 1.388], [-1.243, -0.858, 2.465], [-1.256, 0.056, 0.275], [0.068, 1.550, -1.878], [0.683, 1.839, -0.238], [1.629, 0.869, -1.393], [-0.240, -0.859, -1.373], [0.784, -1.918, 0.562], [1.424, -0.344, 1.134], [-2.204, 0.183, -0.043]], "forces_ev_per_a": [[0.03, 0.03, -0.02], [0.16, -0.03, -0.20], [0.21, -0.07, 0.09], [-0.14, -0.05, 0.26], [0.09, 0.10, -0.51], [-0.17, -0.08, -0.04], [0.04, -0.07, 0.14], [0.02, -0.13, -0.09], [-0.13, 0.04, 0.02], [0.03, 0.06, 0.13], [0.00, 0.16, 0.06], [-0.05, -0.05, -0.04], [-0.08, 0.09, 0.22]], "homo_ev": -9.7, "energy_ev": -7798.9162, "lumo_ev": 0.9262, "relative_energy_kcal_mol": 16.79, "total_charge": 0, "smiles": "C[C@H]1CC(=O)N1"}

{"formula": "C4H7NO", "method": "ωB97M-V with the def2-TZVPD basis set", "species": ["N", "C", "O", "C", "C", "C", "H", "H", "H", "H", "H", "H", "H"], "coordinates": [[1.866, -0.292, -0.448], [0.947, -0.062, 0.517], [1.453, 0.458, 1.650], [-0.396, -0.314, 0.488], [-1.254, -0.687, -0.645], [-1.416, 0.672, 0.005], [1.536, -0.293, -1.401], [2.826, -0.026, -0.294], [0.690, 0.312, 2.241], [-0.878, -0.758, -1.667], [-2.019, -1.429, -0.413], [-2.318, 0.915, 0.562], [-1.038, 1.504, -0.596]], "forces_ev_per_a": [[-0.04, -0.10, 0.05], [-0.12, -0.12, -0.21], [-0.14, 0.15, -0.06], [0.22, -0.08, -0.14], [-0.05, -0.13, -0.28], [-0.26, 0.17, 0.03], [0.07, -0.10, 0.18], [-0.12, -0.13, 0.09], [0.38, 0.30, 0.20], [-0.10, 0.19, 0.04], [0.16, 0.12, -0.12], [0.10, -0.17, -0.03], [-0.09, -0.12, 0.24]], "homo_ev": -7.5, "energy_ev": -7796.6443, "lumo_ev": 0.8994, "relative_energy_kcal_mol": 69.18, "total_charge": 0, "smiles": "NC(O)=C1CC1"}